{"formula": "C4H10N2O", "method": "the ωB97M-V functional and the def2-TZVPD basis", "s2": 0.76, "e_homo_ha": [-0.5128, -0.5078], "spin_multiplicity": 2, "total_charge": 1, "gap_ev": [10.393, 5.602], "total_energy_ha": -342.8271, "de_lowest_kj_mol": 108.97, "species": ["C", "H", "H", "C", "H", "H", "N", "N", "H", "O", "H", "H", "C", "H", "C", "H", "H"], "xyz": [[0.89254, 0.55680, -0.02304], [-1.12241, 2.43771, -0.22588], [2.59223, -0.55023, 0.75620], [-1.13387, -0.83021, -0.62374], [-0.51891, -1.18432, -1.46177], [1.36806, -1.51608, -0.09865], [0.80009, -1.00944, 1.77660], [-0.56034, 0.45812, -0.29652], [0.49722, -0.25354, 2.37567], [1.42732, 1.59601, -0.19334], [1.13219, -1.82675, 2.25495], [-1.13976, -1.50378, 0.20205], [-1.10068, 1.63339, -0.97074], [-2.09791, 1.40202, -1.30680], [1.53050, -0.66487, 0.56788], [-2.15024, -0.75946, -1.00655], [-0.41601, 2.01459, -1.72634]], "forces_ev_per_a": [[0.5, -0.6, 1.2], [-0.1, 0.1, 0.0], [0.2, 0.5, -0.5], [-0.4, 0.3, -0.6], [0.0, -0.4, 0.1], [0.4, 0.1, -0.3], [-0.9, 0.4, -0.4], [0.2, 0.3, -1.6], [0.6, -0.2, 0.2], [-0.1, 0.6, -0.4], [0.0, 0.0, 0.2], [0.5, -0.5, 0.6], [-0.1, 0.0, 1.2], [-0.1, 0.1, -0.3], [-0.6, -1.0, 0.8], [0.0, 0.4, 0.1], [0.0, -0.3, -0.2]]}